# 1
A molecular structure, C3H2O3 at a distorted geometry, computed with ωB97M-V/def2-TZVPD.

Each line ends with the natural charge from an NBO analysis.
CARTESIAN COORDINATES (ANGSTROEM)
1 C 3.791 0.141 -0.095  1.0298
2 C -0.153 -0.016 0.871  0.1581
3 C 0.374 0.765 -0.026  -0.0304
4 O 3.404 1.129 0.377  -0.5510
5 O 4.113 -0.839 -0.526  -0.4781
6 O 0.701 -0.937 0.402  -0.5340
7 H -1.029 -0.230 1.482  0.2042
8 H 1.123 1.368 -0.184  0.2014

## Properties
Charge: 0
Gap between HOMO and LUMO, eV: 9.6

***

# 2
A molecular structure, C3H2O3Rh at a distorted geometry, computed with ωB97M-V/def2-TZVPD.

Each line ends with the natural charge from an NBO analysis.
CARTESIAN COORDINATES (ANGSTROEM)
1 O -1.294 0.331 0.252  -0.4234
2 C -1.439 -1.033 0.058  0.6490
3 C -0.454 -1.780 -0.193  0.1133
4 O 0.846 -0.102 0.086  -0.6579
5 C -0.056 0.762 0.141  1.0379
6 O 0.101 1.975 -0.260  -0.5444
7 Rh 3.007 0.101 0.348  0.9804
8 H 0.002 -2.756 -0.217  0.2846
9 H -0.713 2.501 -0.214  0.5607

## Properties
⟨S²⟩: 8.758
Charge: +2
Gap between HOMO and LUMO (spin up / spin down), eV: 9.3 / 5.1
Spin multiplicity: 6

***

# 3
A molecular structure, C3H2O3Tl at a distorted geometry, computed with ωB97M-V/def2-TZVPD.

Each line ends with the Löwdin charge.
CARTESIAN COORDINATES (ANGSTROEM)
1 O -0.516 0.750 1.047  -0.1943
2 C 0.088 -1.062 0.172  -0.0405
3 C 1.524 -1.029 -0.025  0.0991
4 O 2.108 0.134 0.114  -0.2578
5 Tl 1.125 1.650 0.680  1.3127
6 H -0.352 -2.062 0.119  0.1263
7 C -0.902 -0.051 0.073  -0.3556
8 O -1.203 0.491 -1.139  0.1590
9 H -1.872 1.179 -1.040  0.1511

## Properties
Charge: +1
Gap between HOMO and LUMO (spin up / spin down), eV: 6.3 / 7.1

***

# 4
C3H2O4 in the gas phase at a distorted geometry, computed with ωB97M-V/def2-TZVPD.

Each line ends with the natural charge from an NBO analysis.
CARTESIAN COORDINATES (ANGSTROEM)
1 O -0.260 -1.651 -1.637  -0.4936
2 C 0.002 -0.739 -0.853  0.6280
3 O -0.003 0.538 -1.104  -0.4560
4 C -0.124 1.207 0.189  0.2279
5 O 0.354 0.276 1.068  -0.4829
6 C 0.321 -0.970 0.553  0.6573
7 O 0.322 -2.006 1.143  -0.4637
8 H -1.165 1.292 0.416  0.1821
9 H 0.554 2.054 0.225  0.2009

## Properties
Charge: 0
Gap between HOMO and LUMO, eV: 10.6

***

# 5
A molecular structure, C3H2O4Zn at a distorted geometry, computed with ωB97M-V/def2-TZVPD.

Each line ends with the natural charge from an NBO analysis.
CARTESIAN COORDINATES (ANGSTROEM)
1 H -1.404 1.460 -0.482  0.1935
2 C -1.188 1.323 1.394  0.1352
3 C -0.497 1.286 0.215  -0.1185
4 O 0.232 0.119 0.057  -0.7523
5 C 0.559 -0.438 -1.241  0.9590
6 O 0.675 0.372 -2.156  -0.7323
7 O 0.514 -1.670 -1.214  -0.7517
8 Zn 0.460 -0.756 1.830  0.8855
9 O -0.954 0.436 2.357  -0.9664
10 H -1.613 2.296 1.686  0.1479

## Properties
⟨S²⟩: 0.752
Charge: -1
Gap between HOMO and LUMO (spin up / spin down), eV: 7.0 / 6.8
Spin multiplicity: 2

***

# 6
C3H2O5 in the gas phase at a distorted geometry, computed with ωB97M-V/def2-TZVPD.

Each line ends with the natural charge from an NBO analysis.
CARTESIAN COORDINATES (ANGSTROEM)
1 O 1.604 1.672 0.657  -0.4765
2 C 1.340 0.470 0.115  0.6704
3 O 2.405 -0.366 -0.383  -0.6422
4 C -0.071 -0.150 0.005  0.3686
5 O -0.285 -1.397 0.249  -0.4917
6 C -1.400 0.721 -0.123  0.7205
7 O -1.524 1.915 -0.370  -0.4463
8 O -2.304 -0.436 0.296  -0.6845
9 H 2.010 -1.252 -0.626  0.5017
10 H -1.775 -1.176 0.180  0.4799

## Properties
Charge: 0
Gap between HOMO and LUMO, eV: 8.7

***

# 7
C3H2OS3 in the gas phase at a distorted geometry, computed with ωB97M-V/def2-TZVPD.

Each line ends with the natural charge from an NBO analysis.
CARTESIAN COORDINATES (ANGSTROEM)
1 C -0.797 -0.711 -0.254  -0.4387
2 C 0.634 -0.796 -0.174  -0.3620
3 C -1.483 -1.769 0.112  -0.0565
4 O 3.199 -0.129 -0.237  -0.8751
5 S 1.433 -2.287 0.266  0.1694
6 S -2.130 -2.970 0.777  0.2526
7 S 3.337 -1.526 0.227  0.7837
8 H -1.377 -0.126 -0.856  0.2599
9 H 1.269 0.032 -0.377  0.2667

## Properties
Charge: 0
Gap between HOMO and LUMO (spin up / spin down), eV: 7.6 / 6.0

***

# 8
C3H2S in the gas phase at a distorted geometry, computed with ωB97M-V/def2-TZVPD.

Each line ends with the natural charge from an NBO analysis.
CARTESIAN COORDINATES (ANGSTROEM)
1 C 0.236 0.130 -0.387  -0.2839
2 C 0.936 0.557 -1.503  -0.0793
3 C -0.145 -0.069 0.828  -0.3811
4 S -0.442 -0.354 -1.880  0.3272
5 H 0.358 0.309 1.718  0.2069
6 H -0.944 -0.572 1.224  0.2103

## Properties
Charge: 0
Gap between HOMO and LUMO, eV: 8.4

***

# 9
C3H2S2 in the gas phase at a distorted geometry, computed with ωB97M-V/def2-TZVPD.

Each line ends with the natural charge from an NBO analysis.
CARTESIAN COORDINATES (ANGSTROEM)
1 C -0.002 -0.101 -0.649  -0.3489
2 C 0.348 -1.276 -0.230  0.0908
3 C -0.215 0.880 0.431  -0.3459
4 S -0.719 2.427 0.252  0.0450
5 S 0.119 0.159 1.953  0.0691
6 H -0.147 0.196 -1.680  0.2545
7 H 0.616 -2.285 -0.077  0.2353

## Properties
Charge: 0
Gap between HOMO and LUMO (spin up / spin down), eV: 6.8 / 6.8

***

# 10
10 unconnected molecules or ions with the total composition C3H30N2O9 at a distorted geometry, computed with ωB97M-V/def2-TZVPD.

Each line ends with the natural charge from an NBO analysis.
CARTESIAN COORDINATES (ANGSTROEM)
1 C -1.353 1.148 -0.517  -0.2161
2 C -0.723 -0.230 -0.250  -0.4385
3 C -1.618 -1.333 -0.740  -0.2220
4 N -0.786 -2.614 -0.668  -0.6917
5 N -0.167 2.091 -0.245  -0.7045
6 H -2.214 1.490 0.086  0.2501
7 H -1.362 1.304 -1.609  0.2467
8 H -0.561 -0.245 0.837  0.1996
9 H 0.314 -0.349 -0.631  0.2559
10 H -2.444 -1.490 0.046  0.2291
11 H -2.043 -1.335 -1.766  0.2734
12 H -0.772 -3.139 -1.539  0.4390
13 H 0.220 -2.404 -0.578  0.4775
14 H -0.998 -3.250 0.082  0.4556
15 H -0.352 2.945 -0.756  0.4322
16 H 0.764 1.742 -0.566  0.4734
17 H -0.033 2.300 0.750  0.4410
18 H 2.834 0.484 0.931  0.4908
19 H 4.203 -0.203 0.641  0.4909
20 O 3.446 0.200 0.204  -1.0041
21 H 2.454 -0.836 -1.102  0.5116
22 H 2.927 -2.207 -0.827  0.4969
23 O 2.086 -1.740 -0.940  -0.9991
24 H -0.482 -0.395 -3.800  0.4969
25 H 0.868 -0.701 -3.193  0.4879
26 O -0.081 -0.802 -2.999  -0.9768
27 H -2.477 2.589 3.421  0.5002
28 H -1.069 2.425 3.675  0.4838
29 O -1.751 2.022 3.116  -0.9784
30 H 2.598 1.563 2.594  0.5057
31 H 1.343 0.786 2.646  0.5081
32 O 1.840 1.353 2.020  -0.9812
33 H 2.200 2.244 -2.509  0.5088
34 H 2.807 2.182 -1.049  0.5144
35 O 2.136 1.827 -1.645  -0.9785
36 H -0.821 -0.433 4.234  0.5164
37 H -0.769 0.180 2.785  0.4933
38 O -0.293 -0.342 3.432  -0.9857
39 H -0.421 -3.471 2.441  0.4946
40 H 0.046 -1.959 2.546  0.5138
41 O -0.192 -2.688 1.934  -1.0183
42 H -2.810 0.946 -4.041  0.4938
43 H -3.700 0.085 -3.083  0.4939
44 O -2.793 0.260 -3.368  -0.9805

## Properties
Charge: +2
Gap between HOMO and LUMO, eV: 11.3

***

Relative energy (zero: lowest compared OMol25 entry of this formula, charge and spin) / kcal/mol: 88.53; 63.97; 147.07; 15.97; 22.06; 76.38; 81.05; 43.25; 44.81; 0.00
Electronic energy / Ha: -341.095716; -450.692252; -513.167336; -416.459358; -2195.797315; -491.612541; -1385.187368; -513.531750; -911.733677; -918.441250